[1]
# C10H20N6O4

One molecule with the formula C10H20N6O4 in a non-equilibrium geometry (wB97M-V/def2-TZVPD, the Open Molecules 2025 dataset).

## Properties
**Energy above the lowest of the compared OMol25 structures with the same formula, charge and spin**: 0.0 kcal/mol
**HOMO-LUMO gap**: 9.86 eV
**SMILES**: [H]/N=C(/N)NCCC[C@H](N)C(=O)N[C@@H](CC(N)=O)C(=O)O
**Spin multiplicity**: 1
**Highest occupied orbital energy**: -0.344 Eh
**LUMO**: 0.49 eV

Atoms and positions in Å:
C 0.600 0.264 0.191
C -0.274 0.783 -0.951
C -0.273 -0.678 1.046
C 0.437 -1.390 2.186
C 1.649 -2.210 1.745
C 3.271 -3.796 2.668
C -1.517 2.648 -1.850
C -1.702 4.134 -1.547
C -2.879 1.923 -2.034
C -3.156 1.862 -3.522
H 1.922 1.777 0.540
H 1.435 1.028 1.892
H 1.358 -0.344 -0.295
H -1.107 -0.083 1.465
H -0.750 -1.412 0.365
H 0.781 -0.677 2.950
H -0.278 -2.081 2.685
H 1.348 -2.872 0.906
H 2.458 -1.546 1.323
H 2.148 -2.530 3.735
H 3.521 -3.535 0.805
H 2.950 -4.759 4.449
H 4.452 -5.027 3.672
H -0.386 2.609 -0.026
H -0.962 2.547 -2.799
H -3.690 2.474 -1.585
H -2.809 0.935 -1.598
H -2.298 0.015 -3.595
H -2.893 0.673 -5.130
H -2.921 4.182 -3.038
N 1.127 1.370 0.987
N 2.146 -3.002 2.856
N 3.873 -4.075 1.575
N 3.720 -4.348 3.883
N -0.715 2.056 -0.810
N -2.888 0.680 -4.104
O -0.564 0.061 -1.900
O -1.132 4.672 -0.633
O -3.488 2.879 -4.137
O -2.515 4.791 -2.372

Forces on the atoms, in the same order (eV/Å):
-0.471 -0.090 0.121
0.035 0.381 0.294
-0.764 0.238 -0.253
0.172 -0.447 0.285
0.253 0.200 -0.694
-0.013 -0.381 0.198
0.048 -0.118 -0.046
0.173 0.172 -0.068
0.182 0.049 -0.428
0.417 0.275 0.152
0.513 0.318 -0.260
-0.040 0.152 -0.107
0.300 -0.052 -0.122
0.324 -0.157 -0.115
0.398 0.291 0.301
-0.227 -0.054 -0.043
0.399 0.477 -0.261
0.153 0.152 0.500
-0.614 -0.399 0.390
-0.040 0.255 0.478
-0.163 0.228 -0.344
0.929 0.433 -0.660
-0.323 0.198 0.261
-0.103 0.035 -0.116
-0.125 0.191 0.198
-0.230 0.182 0.349
-0.063 -0.101 0.042
-0.375 0.363 -0.332
0.081 -0.133 0.774
-0.032 0.108 -0.107
-0.390 -0.620 0.418
0.154 -0.179 -0.874
-0.019 -0.014 0.719
-0.557 -0.508 -0.018
0.057 -0.632 -0.163
0.148 -0.169 -0.636
-0.081 0.112 -0.045
-0.172 -0.091 -0.172
-0.017 -0.427 0.242
0.083 -0.237 0.143

=====

[2]
# C44H121Cl2FeN11O11

C44H121Cl2FeN11O11 as an isolated structure in a non-equilibrium geometry (wB97M-V/def2-TZVPD, the Open Molecules 2025 dataset).

## Properties
**HOMO-LUMO gap (alpha / beta)**: 8.98 / 8.43 eV
**Spin multiplicity**: 5
**Highest occupied orbital energy (alpha / beta)**: -0.317 / -0.297 Eh
**LUMO (alpha / beta)**: 0.36 / 0.35 eV

Atoms and positions in Å:
Fe 24.749 -20.364 -21.995
Cl 22.218 -20.197 -21.721
Cl 25.252 -22.851 -21.669
C 18.678 -16.299 -16.236
C 19.099 -17.683 -15.581
C 20.164 -18.478 -16.392
O 19.822 -18.582 -17.800
C 20.682 -19.531 -18.398
N 19.501 -17.333 -14.188
H 18.120 -15.698 -15.518
H 18.134 -16.466 -17.165
H 19.613 -15.777 -16.440
H 18.234 -18.346 -15.572
H 20.149 -19.444 -15.888
H 21.094 -17.965 -16.148
H 20.708 -20.538 -17.982
H 21.672 -19.089 -18.513
H 20.315 -19.699 -19.411
H 20.058 -18.055 -13.754
H 18.655 -17.220 -13.649
C 26.736 -16.484 -25.455
C 25.405 -15.865 -25.199
C 24.842 -15.185 -26.562
O 25.545 -13.992 -26.900
C 24.897 -13.258 -27.989
N 24.565 -16.965 -24.794
H 27.208 -16.772 -24.516
H 27.415 -15.767 -25.916
H 26.661 -17.271 -26.206
H 25.562 -15.155 -24.387
H 23.763 -15.142 -26.409
H 25.069 -15.871 -27.378
H 23.832 -13.111 -27.813
H 24.916 -13.915 -28.858
H 25.459 -12.344 -28.183
H 24.219 -17.545 -25.545
H 23.701 -16.581 -24.437
C 21.648 -25.634 -21.115
C 21.370 -24.181 -20.902
C 22.101 -23.682 -19.650
O 21.341 -24.027 -18.480
C 21.974 -23.716 -17.277
N 21.785 -23.570 -22.169
H 22.720 -25.808 -21.012
H 21.357 -26.012 -22.095
H 21.295 -26.238 -20.278
H 20.307 -23.992 -20.749
H 22.150 -22.593 -19.647
H 23.127 -24.049 -19.617
H 22.260 -22.677 -17.113
H 22.859 -24.347 -17.193
H 21.338 -24.082 -16.471
H 22.780 -23.713 -22.276
H 21.664 -22.580 -22.007
C 18.712 -17.909 -21.380
C 19.607 -16.660 -21.356
C 19.159 -15.535 -20.371
O 17.880 -15.069 -20.700
C 17.264 -14.305 -19.666
N 21.000 -17.116 -21.063
H 19.082 -18.500 -22.218
H 17.698 -17.531 -21.510
H 18.826 -18.500 -20.472
H 19.689 -16.155 -22.318
H 19.836 -14.686 -20.280
H 19.231 -15.967 -19.373
H 16.755 -14.988 -18.986
H 16.650 -13.544 -20.148
H 17.923 -13.682 -19.060
H 21.089 -17.959 -21.611
H 20.952 -17.313 -20.073
C 16.715 -20.913 -21.060
C 16.907 -21.700 -19.775
C 15.667 -21.537 -18.881
O 15.307 -20.222 -18.595
C 16.256 -19.507 -17.829
N 17.022 -23.107 -20.178
H 16.809 -19.850 -20.840
H 15.724 -20.998 -21.505
H 17.519 -21.134 -21.762
H 17.856 -21.479 -19.287
H 15.912 -22.137 -18.005
H 14.800 -22.070 -19.270
H 15.649 -18.782 -17.287
H 16.980 -18.973 -18.444
H 16.694 -20.076 -17.009
H 17.783 -23.238 -20.828
H 17.426 -23.630 -19.414
C 19.131 -20.380 -24.615
C 19.589 -19.279 -25.570
C 20.618 -18.213 -24.938
O 21.019 -17.098 -25.790
C 20.008 -16.202 -26.194
N 20.449 -19.970 -26.581
H 18.293 -20.050 -24.002
H 19.941 -20.908 -24.112
H 18.697 -21.159 -25.243
H 18.688 -18.767 -25.908
H 21.468 -18.831 -24.646
H 20.257 -17.878 -23.966
H 19.588 -15.646 -25.355
H 19.218 -16.717 -26.741
H 20.380 -15.455 -26.895
H 20.743 -19.289 -27.267
H 19.944 -20.725 -27.022
C 26.226 -20.452 -25.972
C 26.108 -20.717 -24.508
C 27.184 -19.966 -23.605
O 26.834 -20.084 -22.221
C 27.959 -20.052 -21.319
N 24.756 -20.294 -24.115
H 26.187 -19.410 -26.290
H 25.377 -20.847 -26.530
H 27.111 -21.021 -26.256
H 26.070 -21.785 -24.291
H 27.221 -18.915 -23.893
H 28.197 -20.342 -23.750
H 28.700 -20.816 -21.555
H 27.706 -20.215 -20.272
H 28.431 -19.071 -21.367
H 24.624 -19.437 -24.634
H 24.071 -20.926 -24.505
C 15.093 -22.915 -24.327
C 15.349 -24.450 -24.252
C 16.615 -24.813 -23.422
O 17.650 -24.062 -23.904
C 18.904 -24.190 -23.295
N 14.144 -25.179 -23.911
H 15.962 -22.357 -24.676
H 14.863 -22.445 -23.371
H 14.244 -22.651 -24.958
H 15.658 -24.785 -25.242
H 16.845 -25.878 -23.446
H 16.509 -24.484 -22.388
H 19.184 -25.238 -23.188
H 18.888 -23.636 -22.356
H 19.721 -23.823 -23.915
H 13.915 -24.882 -22.973
H 14.452 -26.130 -23.766
C 22.577 -22.626 -27.301
C 22.571 -23.067 -25.860
C 23.714 -23.966 -25.454
O 23.753 -25.224 -26.182
C 22.654 -26.061 -25.834
N 22.505 -21.880 -25.033
H 22.364 -23.439 -27.996
H 23.553 -22.198 -27.526
H 21.906 -21.807 -27.562
H 21.665 -23.639 -25.661
H 23.673 -24.153 -24.380
H 24.677 -23.467 -25.563
H 22.671 -26.206 -24.754
H 22.866 -26.961 -26.411
H 21.693 -25.717 -26.216
H 22.272 -22.188 -24.100
H 21.660 -21.370 -25.245
C 25.361 -16.138 -20.718
C 25.419 -17.649 -20.835
C 24.818 -18.395 -19.582
O 24.957 -19.810 -19.823
C 24.916 -20.557 -18.612
N 24.659 -18.057 -22.010
H 25.484 -15.666 -21.692
H 26.233 -15.733 -20.204
H 24.448 -15.795 -20.232
H 26.463 -17.937 -20.960
H 23.739 -18.238 -19.556
H 25.265 -18.050 -18.649
H 25.749 -20.416 -17.924
H 25.000 -21.613 -18.871
H 24.054 -20.455 -17.953
H 23.791 -17.596 -21.778
H 24.904 -17.422 -22.756
C 20.967 -13.542 -23.015
C 22.311 -14.097 -23.466
C 23.516 -13.610 -22.621
O 23.584 -12.109 -22.661
C 23.596 -11.412 -23.901
N 22.244 -15.525 -23.571
H 20.936 -12.463 -23.163
H 20.817 -13.729 -21.952
H 20.181 -14.015 -23.604
H 22.529 -13.638 -24.430
H 24.470 -13.971 -23.003
H 23.381 -14.042 -21.629
H 23.648 -10.343 -23.698
H 22.706 -11.505 -24.523
H 24.513 -11.604 -24.458
H 21.658 -15.818 -24.340
H 21.781 -15.910 -22.760

Forces on the atoms, in the same order (eV/Å):
-1.143 -0.485 0.325
0.212 -0.036 -0.067
-0.238 0.903 -0.093
0.926 -1.561 0.278
-0.974 1.302 -0.685
-1.328 1.137 0.926
0.426 -0.253 2.250
-0.164 0.245 -1.533
0.429 -0.430 -1.073
-0.171 -0.149 -0.125
-0.068 0.146 0.069
-0.037 0.204 -0.141
-0.370 0.040 0.031
0.385 -0.455 -0.430
0.593 -0.099 -0.751
0.003 0.146 0.757
0.345 -0.316 0.193
0.030 0.166 -0.123
-0.026 -0.222 0.097
0.031 0.000 0.151
1.453 0.820 -0.739
-0.003 0.010 -2.364
1.562 -0.546 1.474
-1.334 0.934 0.027
0.531 -1.613 0.564
-0.964 0.142 0.685
-0.067 -0.499 -0.137
0.105 0.268 0.024
-0.013 -0.400 0.378
-0.653 0.233 -0.092
-0.239 0.743 -0.268
-0.333 -0.591 -0.052
0.017 0.460 0.457
0.254 0.106 -0.407
-0.187 -0.125 0.201
0.503 -0.029 -0.684
-0.461 0.235 0.616
0.439 -1.261 1.081
0.453 -0.484 -0.417
-0.627 0.799 0.328
-0.239 -0.034 -0.715
0.297 -1.279 0.296
-0.603 0.678 0.684
0.367 0.240 -0.404
-0.347 0.034 0.216
-0.614 -0.214 -0.203
-0.105 0.017 -0.020
0.173 0.324 -0.359
0.130 -0.273 0.124
-0.169 0.292 -0.268
0.555 0.173 0.064
-0.262 0.384 0.010
0.424 0.062 0.063
0.276 0.613 -0.395
0.114 1.539 -0.302
0.777 0.681 0.450
0.609 -1.082 0.224
-0.100 0.269 0.180
0.196 0.085 -0.365
-0.956 1.633 0.004
-0.479 -0.262 -0.043
-0.269 -0.646 -0.131
-0.124 0.192 0.103
-0.559 -0.259 -0.445
0.463 0.060 -0.609
-0.561 -0.329 0.483
-0.428 0.221 -0.019
-0.599 -0.516 0.010
0.772 -0.291 -0.023
0.566 -0.594 0.474
0.556 -0.703 0.159
0.561 1.196 0.351
-0.670 -0.507 -1.474
0.967 -1.127 0.149
0.173 -0.143 0.157
-1.066 0.665 0.481
-0.059 -0.869 0.466
0.033 0.144 0.037
0.097 -0.553 -0.001
-0.162 -0.167 -0.259
-0.169 0.924 0.341
-0.061 0.249 0.869
0.051 0.323 -0.632
0.101 0.450 -0.153
0.289 -0.246 0.058
0.434 -0.519 -0.346
-0.066 0.518 -0.621
-0.401 -0.310 0.676
-0.311 0.074 -0.568
2.285 0.322 0.410
-1.446 -0.804 -0.029
0.286 -1.199 0.293
-0.551 -0.201 -0.148
-0.973 0.803 0.459
0.400 -0.021 0.515
-0.014 0.506 0.562
-0.203 -0.108 -0.198
0.029 0.055 -0.555
0.554 0.378 -0.557
-0.464 0.603 -0.053
-0.218 -0.106 0.260
-0.255 -0.074 0.172
0.598 -0.183 0.088
0.124 -0.124 -0.332
-0.156 0.064 -0.308
0.735 -0.817 -0.720
-0.620 0.555 1.222
-0.601 -0.632 -0.783
0.757 -0.162 0.290
0.144 0.159 -0.211
0.787 0.741 0.589
0.756 0.194 0.422
-0.069 -0.588 0.293
0.237 0.562 -0.904
0.807 -0.121 -0.011
-0.251 0.223 0.043
-0.056 -0.377 -0.133
-0.111 -0.080 -0.367
-0.804 -0.067 -0.294
0.132 0.112 -0.164
-0.459 0.631 0.548
-0.605 -0.587 -0.249
0.132 -0.211 0.241
1.133 0.821 -0.716
-1.221 0.775 1.150
1.426 1.083 -2.214
0.006 -0.333 -0.110
0.409 0.053 0.572
0.098 -0.317 -0.187
-0.022 -0.404 0.436
0.023 -0.387 -0.227
-0.244 0.170 -0.412
-0.150 -0.380 -0.129
-0.634 -0.451 0.566
-0.177 -0.276 0.621
0.386 -0.243 0.182
-0.413 0.549 -0.186
-0.488 0.146 0.337
-0.260 -0.540 -0.157
0.553 0.016 -0.843
-1.271 -0.087 -0.297
0.523 -0.657 -0.244
-0.353 1.566 0.563
0.951 -0.140 -0.817
0.196 0.097 0.975
0.237 -0.100 0.043
0.312 -0.223 -0.182
-0.363 -0.160 0.536
-0.283 -0.305 -0.217
-0.323 -0.243 0.237
0.147 -0.028 -0.551
-0.392 -0.292 0.036
-0.099 -0.371 0.501
-0.123 0.358 0.296
0.389 -0.152 0.679
0.068 0.470 -0.757
0.739 0.414 0.466
0.185 -0.089 1.125
0.103 0.189 -1.845
0.551 0.606 1.503
0.329 -1.475 0.256
-0.204 0.158 0.955
-0.456 -0.159 -0.232
-0.116 -0.092 0.604
-0.050 0.113 -0.110
-0.018 -0.217 0.098
-0.179 0.484 0.107
0.243 -0.298 0.024
0.555 0.730 -0.364
-0.259 0.033 -0.353
-0.635 0.492 -0.615
-1.373 -0.685 -0.188
0.690 -0.518 -1.004
0.484 0.646 0.196
0.351 1.167 -0.217
-0.799 1.327 -1.414
-0.535 -1.390 1.034
0.480 -0.026 0.273
0.522 -0.707 -0.008
-0.179 0.060 0.046
-0.164 -0.127 0.006
-0.108 0.071 0.107
-0.159 -0.480 -0.517
-0.104 -0.185 -0.253
0.153 0.993 0.493
-0.035 -0.028 0.572
-0.080 -0.534 -0.046
-0.047 -0.459 -0.349
0.095 0.079 -0.363
0.175 -0.150 0.635

=====

[3]
# C5H8ClN2

An isolated ion of composition C5H8ClN2 and charge +1 in a non-equilibrium geometry (wB97M-V/def2-TZVPD, the Open Molecules 2025 dataset).

## Properties
**Energy above the lowest of the compared OMol25 structures with the same formula, charge and spin**: 147.2 kcal/mol
**HOMO-LUMO gap (alpha / beta)**: 7.10 / 6.82 eV
**Net charge**: +1
**Spin multiplicity**: 1
**Highest occupied orbital energy (alpha / beta)**: -0.509 / -0.497 Eh
**LUMO (alpha / beta)**: -6.74 / -6.69 eV

Atoms and positions in Å:
C 0.577 0.318 0.581
C -0.689 -0.290 0.678
C 1.137 0.711 -1.725
C 2.620 1.250 -0.175
C -2.641 -1.639 0.099
N 1.252 0.750 -0.447
N -1.348 -1.063 -0.135
Cl -0.261 1.327 -2.468
H 1.050 0.354 1.516
H -1.352 -0.242 1.633
H 2.478 2.238 0.457
H 3.072 0.537 0.466
H 3.109 1.335 -1.180
H -2.650 -2.254 1.016
H -3.467 -0.925 0.371
H -2.887 -2.408 -0.687

Forces on the atoms, in the same order (eV/Å):
-1.109 -0.413 -0.262
-5.660 -2.319 0.894
-2.340 -0.331 -4.754
0.122 2.603 0.785
-0.741 -0.983 0.861
0.843 0.233 3.074
2.240 1.084 -1.252
0.840 -0.361 0.614
0.972 0.439 1.077
2.182 0.861 -0.555
0.522 -1.751 -1.715
0.865 -0.657 0.286
-0.095 0.305 1.327
0.505 0.104 0.022
0.782 -0.235 -0.898
0.072 1.422 0.495

=====

[4]
# C5H8OS2

A 2-piece molecular cluster, C5H8OS2 overall in a non-equilibrium geometry (wB97M-V/def2-TZVPD, the Open Molecules 2025 dataset).

## Properties
**Energy above the lowest of the compared OMol25 structures with the same formula, charge and spin**: 111.3 kcal/mol
**HOMO-LUMO gap (alpha / beta)**: 6.29 / 6.29 eV
**Spin multiplicity**: 1
**Highest occupied orbital energy (alpha / beta)**: -0.312 / -0.312 Eh
**LUMO (alpha / beta)**: -2.20 / -2.20 eV

Atoms and positions in Å:
C 0.387 1.544 0.801
C 0.685 0.892 -0.330
C -0.966 1.962 0.299
C -0.615 1.210 -1.011
C -0.237 -2.836 0.160
O 0.546 -1.688 0.255
S 3.334 0.032 0.521
S 2.006 -0.133 -0.841
H 0.904 1.693 1.730
H -1.801 1.538 0.853
H -1.110 3.036 0.193
H -0.530 1.835 -1.899
H -1.232 0.343 -1.227
H 0.350 -3.725 -0.121
H -0.651 -2.996 1.163
H -1.071 -2.708 -0.545

Forces on the atoms, in the same order (eV/Å):
0.332 -0.176 -0.153
0.228 -0.060 0.029
-0.045 0.163 0.010
-0.195 -0.149 -0.481
0.618 0.373 -0.845
0.777 1.128 0.260
-0.284 -0.214 -0.359
-1.036 -0.774 1.162
0.155 -0.005 0.200
-0.067 -0.048 0.030
-0.043 0.059 0.003
-0.057 0.033 -0.011
-0.074 -0.055 0.004
-0.186 -0.005 0.047
-0.067 -0.088 0.044
-0.056 -0.182 0.059

=====

Which of these has the highest spin multiplicity?
C44H121Cl2FeN11O11

=====

Number 2 is which compound?
C44H121Cl2FeN11O11